Formula: C39H36NO3P2SnTe
Source: the Open Molecules 2025 dataset
Level of theory: the ωB97M-V functional and the def2-TZVPD basis

```
83
Properties=species:S:1:pos:R:3:forces:R:3
Sn 0.534 -1.078 -0.306 -0.63 -0.31 -0.85
C -3.136 3.900 -3.760 -0.01 -0.05 0.05
C -2.570 2.792 -4.375 -0.05 0.03 0.02
C -1.710 1.968 -3.666 0.08 -0.09 -0.08
C -1.415 2.247 -2.335 -0.25 -0.47 -0.12
C -1.972 3.368 -1.722 0.11 -0.08 0.09
C -2.820 4.195 -2.442 -0.05 0.04 -0.01
P -0.262 1.162 -1.421 0.44 0.86 0.75
C -0.318 1.869 0.268 -0.02 -0.13 0.00
C 0.722 2.564 0.876 -0.05 0.03 -0.06
C 0.603 2.951 2.206 0.11 -0.03 0.05
C -0.541 2.646 2.926 0.01 -0.02 0.01
C -1.580 1.949 2.322 -0.05 -0.02 -0.04
C -1.464 1.547 1.005 0.08 0.08 -0.03
C 1.372 1.622 -2.065 -0.10 -0.16 0.02
C 1.632 2.925 -2.417 -0.08 -0.07 0.02
C 2.897 3.308 -2.891 0.15 -0.03 -0.05
C 3.886 2.375 -3.030 -0.02 0.08 0.00
C 3.665 1.021 -2.696 -0.27 -0.07 0.01
C 4.695 0.057 -2.807 0.10 -0.07 0.00
C 4.493 -1.241 -2.442 -0.04 -0.02 -0.21
C 3.233 -1.647 -1.951 0.02 -0.03 -0.08
C 2.232 -0.730 -1.854 -0.92 -0.57 2.00
C 2.389 0.630 -2.194 0.19 0.14 -0.07
H -3.835 4.524 -4.301 0.05 0.05 -0.03
H -2.809 2.559 -5.404 0.02 -0.01 -0.01
H -1.274 1.102 -4.147 -0.02 -0.03 0.01
H -1.749 3.597 -0.689 -0.02 0.03 0.00
H -3.247 5.065 -1.961 -0.01 0.00 0.01
H 1.617 2.808 0.317 0.01 0.02 0.01
H 1.414 3.488 2.680 0.00 0.02 0.01
H -0.620 2.938 3.965 0.00 0.03 0.00
H -2.472 1.706 2.883 0.00 -0.01 0.02
H -2.255 0.978 0.527 -0.05 -0.03 0.07
H 0.859 3.677 -2.326 -0.05 -0.02 -0.01
H 3.083 4.342 -3.144 -0.01 0.01 -0.02
H 4.866 2.664 -3.390 0.01 0.01 -0.04
H 5.659 0.374 -3.185 0.02 0.02 0.03
H 5.294 -1.965 -2.509 0.00 -0.02 -0.06
H 3.083 -2.681 -1.667 0.03 0.04 0.10
C -4.763 -4.739 -1.018 0.14 0.13 -0.07
C -3.548 -3.895 -0.709 -0.24 -0.17 0.19
O -2.982 -3.396 -1.953 0.24 0.14 0.11
P -1.971 -2.181 -1.852 -0.20 0.38 -1.17
O -1.124 -2.392 -0.584 1.49 0.78 0.71
Te -0.658 -1.798 -3.778 -0.37 -0.23 0.29
O -2.862 -0.895 -1.467 0.09 -0.35 0.12
C -3.950 -0.522 -2.335 -0.35 0.21 -0.19
C -4.684 0.643 -1.706 0.24 -0.14 0.02
H -5.145 -5.152 -0.085 -0.04 -0.02 0.00
H -4.501 -5.561 -1.682 -0.01 -0.01 -0.01
H -5.546 -4.142 -1.483 -0.02 -0.02 -0.02
H -2.785 -4.484 -0.199 0.05 0.05 -0.06
H -3.811 -3.048 -0.071 0.01 0.00 -0.03
H -4.616 -1.380 -2.460 0.07 -0.01 0.03
H -3.553 -0.253 -3.319 0.06 -0.06 0.07
H -4.991 0.383 -0.692 -0.08 0.03 0.00
H -5.568 0.883 -2.294 -0.02 0.01 -0.01
H -4.040 1.522 -1.665 -0.04 0.02 0.00
N 0.134 -1.027 1.775 -0.27 0.08 -1.48
C 1.046 -1.261 2.624 0.54 0.00 -0.09
C 2.458 -1.572 2.253 0.04 0.07 0.02
C 3.036 -2.783 2.620 0.02 0.03 -0.02
C 4.331 -3.072 2.220 -0.02 -0.05 0.02
C 5.064 -2.141 1.496 0.00 0.06 -0.05
C 4.500 -0.920 1.158 0.07 -0.01 -0.03
C 3.191 -0.640 1.522 -0.02 0.00 0.06
C 0.722 -1.196 4.071 -0.06 0.03 0.02
C -0.578 -1.451 4.506 0.10 -0.04 -0.03
C -0.877 -1.378 5.855 -0.07 0.01 -0.03
C 0.107 -1.024 6.768 0.00 0.02 0.03
C 1.396 -0.751 6.335 0.04 0.04 0.03
C 1.710 -0.839 4.988 -0.12 -0.08 -0.01
H 2.468 -3.493 3.208 0.01 -0.01 0.01
H 4.776 -4.022 2.486 0.00 -0.01 0.00
H 6.079 -2.365 1.198 0.02 -0.01 0.03
H 5.080 -0.183 0.619 -0.01 -0.01 -0.04
H 2.744 0.319 1.277 0.02 0.04 0.02
H -1.328 -1.720 3.775 -0.02 -0.01 0.02
H -1.879 -1.603 6.197 -0.01 0.02 0.01
H -0.133 -0.958 7.821 0.00 -0.03 0.01
H 2.162 -0.475 7.047 -0.01 0.02 0.01
H 2.713 -0.616 4.650 0.04 -0.05 0.00
```
Positions in Å, forces in eV/Å.

E_tot = -80358.5829 eV
net charge = +1
HOMO energy = -9.95 eV
lowest unoccupied orbital energy = -0.1312 Ha